104
Properties=species:S:1:pos:R:3 method="wB97M-V/def2-TZVPD" e_lumo_ev="4.185 / 2.724" total_energy_ha=-7486.6270 total_charge=-2 spin_multiplicity=3 homo_lumo_gap_ha="0.188 / 0.187" s_squared=2.016 mol_weight_g_mol=934.55 relative_energy_ev=4.301
Ti 0.14 -0.51 1.29
C -4.90 0.51 -0.96
C -3.75 1.47 -1.25
C -3.68 2.52 -0.15
C -3.99 2.18 -2.59
O -2.51 0.73 -1.26
Si -1.90 -0.05 -2.56
S -0.19 -1.21 -2.26
O -1.51 1.21 -3.56
C -1.03 1.30 -4.88
C 0.10 2.34 -4.89
C -0.48 -0.03 -5.42
C -2.19 1.77 -5.77
O -3.09 -0.82 -3.41
C -3.58 -2.14 -3.64
C -4.47 -2.60 -2.49
C -4.41 -2.05 -4.92
C -2.45 -3.15 -3.82
H -5.02 -0.20 -1.77
H -5.83 1.07 -0.83
H -4.69 -0.03 -0.04
H -4.32 3.37 -0.38
H -2.66 2.85 -0.03
H -3.99 2.10 0.80
H -4.91 2.77 -2.53
H -4.07 1.46 -3.40
H -3.15 2.84 -2.80
H 0.91 1.98 -4.25
H -0.25 3.29 -4.49
H 0.48 2.49 -5.90
H 0.24 -0.43 -4.72
H -0.02 0.13 -6.39
H -1.30 -0.74 -5.51
H -2.54 2.74 -5.45
H -3.00 1.05 -5.68
H -1.87 1.82 -6.82
H -5.41 -2.06 -2.46
H -3.96 -2.46 -1.54
H -4.70 -3.67 -2.60
H -5.19 -1.29 -4.81
H -4.89 -3.01 -5.13
H -3.78 -1.78 -5.77
H -1.93 -3.30 -2.87
H -1.72 -2.78 -4.54
H -2.85 -4.10 -4.16
C 3.05 -0.16 -2.57
P 2.51 0.37 -0.89
C 4.09 -0.06 0.00
C 2.85 2.20 -1.11
C 2.38 2.93 0.15
P 0.57 2.51 0.38
C -0.10 3.78 -0.83
C 0.34 3.49 1.93
H 4.07 0.18 -2.81
H 2.35 0.25 -3.30
H 2.99 -1.25 -2.62
H 4.94 0.46 -0.46
H 4.23 -1.14 -0.08
H 4.01 0.22 1.05
H 2.25 2.54 -1.96
H 3.91 2.38 -1.33
H 2.52 4.01 0.09
H 2.91 2.55 1.03
H -0.98 4.27 -0.41
H -0.41 3.26 -1.74
H 0.63 4.55 -1.09
H 0.48 4.55 1.74
H 1.07 3.14 2.66
H -0.65 3.31 2.34
O 0.33 -1.76 2.49
As 2.01 0.23 3.44
O 2.39 1.76 3.98
O 1.52 0.42 1.69
C 0.34 -0.23 4.58
C 0.77 -0.90 5.73
C -0.10 -1.56 6.59
C -1.46 -1.57 6.31
C -1.92 -0.89 5.20
C -1.04 -0.23 4.35
S -1.92 0.65 3.05
O -3.11 -0.12 2.78
O -2.16 1.97 3.57
O -1.06 0.73 1.81
H -0.41 -2.37 2.66
H 1.84 -0.90 5.93
H 0.29 -2.08 7.45
H -2.15 -2.11 6.95
H -2.97 -0.87 4.95
F -3.59 -3.00 0.94
B -2.22 -3.03 1.02
F -1.66 -1.72 0.74
F -1.68 -3.93 0.10
F -1.80 -3.40 2.32
C 2.72 -3.52 3.29
N 2.96 -3.11 1.91
C 2.03 -3.44 0.92
N 1.15 -4.50 1.20
S 1.49 -2.11 -0.13
H 3.55 -3.17 3.90
H 2.67 -4.61 3.33
H 1.80 -3.10 3.70
H 3.19 -2.13 1.86
H 0.60 -4.36 2.05
H 0.50 -4.62 0.43